Formula: C27H49N6NaO8P2S2
Source: the Open Molecules 2025 dataset
Level of theory: ωB97M-V/def2-TZVPD

Atoms and positions in Å:
Na  1.364  -0.382  1.888
N  -0.555  -2.716  2.778
C  -0.015  -3.148  4.058
C  0.556  -1.984  4.832
O  0.547  -1.920  6.046
O  1.053  -1.061  4.040
H  -1.100  -1.862  2.847
H  -1.116  -3.433  2.342
H  0.816  -3.839  3.878
H  -0.726  -3.632  4.735
N  1.064  1.425  4.894
C  0.711  2.330  3.762
C  0.338  3.722  4.300
P  2.238  2.530  2.674
O  3.399  2.508  3.854
O  2.213  3.888  2.072
O  2.500  1.299  1.854
P  -0.833  1.525  3.032
O  -1.617  2.773  2.314
O  -1.642  1.120  4.229
O  -0.502  0.540  1.956
H  1.849  1.816  5.401
H  1.198  -0.171  4.529
H  0.248  1.340  5.496
H  1.171  4.118  4.889
H  -0.542  3.645  4.949
H  0.151  4.416  3.483
H  3.841  1.654  3.777
H  -2.061  3.268  3.010
C  1.697  -1.063  -1.764
N  2.043  -1.493  -0.424
C  3.020  -2.311  -0.320
C  3.571  -2.796  0.923
C  4.641  -3.695  1.062
C  4.822  -3.851  2.445
C  3.842  -3.029  3.042
N  3.085  -2.398  2.132
C  2.550  0.088  -2.268
C  2.773  0.252  -3.632
C  3.516  1.324  -4.118
C  4.050  2.249  -3.232
C  3.837  2.088  -1.865
C  3.098  1.017  -1.381
H  0.652  -0.727  -1.749
H  1.760  -1.889  -2.491
H  3.510  -2.700  -1.227
H  5.204  -4.154  0.260
H  5.557  -4.461  2.953
H  3.665  -2.884  4.103
H  2.363  -0.476  -4.327
H  3.680  1.430  -5.185
H  4.630  3.087  -3.600
H  4.239  2.807  -1.160
H  2.932  0.916  -0.313
C  0.915  3.595  -1.575
S  0.377  2.349  -0.405
C  -1.120  1.808  -1.212
H  1.200  3.161  -2.539
H  1.790  4.071  -1.129
H  0.144  4.358  -1.726
H  -1.844  2.624  -1.295
H  -1.533  1.020  -0.575
H  -0.919  1.399  -2.206
C  -4.632  1.884  -1.837
C  -4.864  1.896  -0.328
C  -5.312  0.561  0.264
C  -4.266  -0.544  0.312
N  -3.985  -1.077  -1.014
C  -2.876  -1.809  -1.302
S  -1.744  -2.188  -0.149
N  -2.767  -2.145  -2.624
C  -1.750  -3.056  -3.124
C  -1.539  -2.892  -4.624
C  -0.712  -1.677  -5.037
C  -1.336  -0.323  -4.721
H  -4.432  2.892  -2.208
H  -5.517  1.506  -2.364
H  -3.781  1.263  -2.115
H  -5.634  2.640  -0.099
H  -3.954  2.221  0.186
H  -6.205  0.207  -0.274
H  -5.626  0.725  1.297
H  -4.605  -1.342  0.979
H  -3.325  -0.178  0.729
H  -4.706  -0.992  -1.712
H  -3.596  -2.058  -3.191
H  -2.015  -4.092  -2.887
H  -0.828  -2.844  -2.583
H  -2.512  -2.875  -5.138
H  -1.027  -3.792  -4.974
H  -0.519  -1.743  -6.113
H  0.262  -1.743  -4.543
H  -2.334  -0.233  -5.165
H  -0.720  0.487  -5.115
H  -1.439  -0.169  -3.648

LUMO in eV: 3.66
Relative energy (zero: lowest compared OMol25 entry of this formula, charge and spin) in kcal per mole: 36.2
HOMO energy in eV: -1.58
Electronic energy in eV: -98790.435
Net charge: -2
Gap between HOMO and LUMO in eV: 5.2

The computed Mulliken charges, all in e, follow: atom 1 (Na): 0.810, atom 2 (N): -0.207, atom 3 (C): -0.650, atom 4 (C): 0.553, atom 5 (O): -0.716, atom 6 (O): -0.002, atom 7 (H): 0.013, atom 8 (H): 0.177, atom 9 (H): 0.311, atom 10 (H): 0.336, atom 11 (N): -0.611, atom 12 (C): 1.464, atom 13 (C): -2.249, atom 14 (P): 0.393, atom 15 (O): -0.682, atom 16 (O): -0.904, atom 17 (O): -0.551, atom 18 (P): 0.328, atom 19 (O): -0.517, atom 20 (O): -0.994, atom 21 (O): -0.301, atom 22 (H): 0.251, atom 23 (H): 0.184, atom 24 (H): 0.295, atom 25 (H): 0.524, atom 26 (H): 0.493, atom 27 (H): 0.311, atom 28 (H): 0.327, atom 29 (H): 0.346, atom 30 (C): -0.837, atom 31 (N): 0.590, atom 32 (C): -0.026, atom 33 (C): -0.318, atom 34 (C): -0.856, atom 35 (C): -0.909, atom 36 (C): -0.619, atom 37 (N): 0.245, atom 38 (C): 0.841, atom 39 (C): -0.422, atom 40 (C): -0.722, atom 41 (C): -0.389, atom 42 (C): -0.920, atom 43 (C): -0.009, atom 44 (H): -0.536, atom 45 (H): 0.386, atom 46 (H): 0.198, atom 47 (H): 0.410, atom 48 (H): 0.401, atom 49 (H): 0.486, atom 50 (H): 0.244, atom 51 (H): 0.370, atom 52 (H): 0.339, atom 53 (H): 0.497, atom 54 (H): 0.718, atom 55 (C): -1.222, atom 56 (S): 0.641, atom 57 (C): -0.936, atom 58 (H): 0.228, atom 59 (H): 0.308, atom 60 (H): 0.405, atom 61 (H): 0.560, atom 62 (H): -0.145, atom 63 (H): 0.129, atom 64 (C): -1.006, atom 65 (C): 0.124, atom 66 (C): -1.138, atom 67 (C): -0.088, atom 68 (N): -0.128, atom 69 (C): -0.112, atom 70 (S): -0.037, atom 71 (N): -0.082, atom 72 (C): -0.272, atom 73 (C): -1.030, atom 74 (C): 0.012, atom 75 (C): -0.695, atom 76 (H): 0.377, atom 77 (H): 0.385, atom 78 (H): -0.022, atom 79 (H): 0.348, atom 80 (H): -0.005, atom 81 (H): 0.356, atom 82 (H): 0.430, atom 83 (H): 0.337, atom 84 (H): -0.127, atom 85 (H): 0.305, atom 86 (H): 0.322, atom 87 (H): 0.281, atom 88 (H): 0.018, atom 89 (H): 0.330, atom 90 (H): 0.388, atom 91 (H): 0.328, atom 92 (H): -0.052, atom 93 (H): 0.369, atom 94 (H): 0.412, atom 95 (H): -0.194